{"formula": "C31H43Cl2OP3STc", "method": "ωB97M-V with the def2-TZVPD basis set", "energy_ev": -100817.4918, "relative_energy_kj_mol": 116.68, "lumo_ha": [-0.199, -0.281], "multiplicity": 4, "charge": 2, "species": ["P", "C", "C", "H", "C", "H", "C", "H", "C", "H", "C", "H", "C", "C", "H", "C", "H", "C", "H", "C", "H", "C", "H", "C", "C", "H", "C", "H", "C", "H", "C", "H", "C", "H", "Tc", "C", "C", "H", "C", "O", "H", "C", "H", "C", "Cl", "Cl", "P", "C", "H", "H", "H", "C", "H", "H", "H", "C", "H", "H", "H", "P", "C", "C", "H", "H", "H", "H", "H", "H", "C", "H", "H", "H", "H", "C", "S", "C", "H", "H", "H", "H", "H", "H"], "coordinates": [[1.28746, 1.77519, -5.62561], [2.94547, 1.78830, -5.07862], [3.62966, 1.12922, -6.12994], [3.06794, 0.46060, -6.76719], [4.98375, 1.45237, -6.35564], [5.46610, 1.01921, -7.24526], [5.64307, 2.29608, -5.45066], [6.69084, 2.53278, -5.66150], [5.00276, 2.81303, -4.30281], [5.58669, 3.43313, -3.61404], [3.64474, 2.52689, -4.08488], [3.13916, 2.88928, -3.17818], [0.54750, 0.17326, -5.72163], [1.09450, -1.09554, -5.34979], [1.95419, -1.16924, -4.67385], [0.55079, -2.26417, -5.90666], [0.98040, -3.25210, -5.68910], [-0.55112, -2.18038, -6.76835], [-0.95828, -3.07141, -7.24592], [-1.17276, -0.95510, -7.03634], [-2.04422, -0.86381, -7.69907], [-0.67084, 0.21372, -6.44668], [-1.15249, 1.18504, -6.58640], [0.25875, 3.13493, -5.16388], [0.46584, 3.81093, -6.38240], [1.18473, 3.38634, -7.07421], [-0.29083, 4.97892, -6.62843], [-0.12694, 5.45363, -7.59746], [-1.16881, 5.43440, -5.64114], [-1.73005, 6.34123, -5.88130], [-1.32121, 4.78744, -4.40231], [-2.00448, 5.21856, -3.67428], [-0.58981, 3.61077, -4.13450], [-0.64728, 3.14224, -3.14378], [0.14165, -0.26243, 0.17646], [-1.76386, -1.18298, -0.62696], [-2.31466, -1.01846, -1.84919], [-2.34590, -1.76320, 0.03303], [-1.49317, -0.05380, -2.79546], [-2.47268, 0.95550, -3.29764], [-2.06673, 1.62286, -3.85400], [-0.38490, 0.32766, -1.85367], [-1.26130, -0.61556, -3.71944], [0.67311, 0.86345, -1.11080], [-0.80746, -0.83681, 2.27496], [2.13689, 1.02498, 1.01210], [1.43957, -2.03280, -0.38589], [2.32421, -2.43707, 1.16002], [1.55731, -2.74485, 1.87662], [2.79440, -1.51090, 1.49898], [3.04746, -3.22115, 0.95866], [0.45003, -3.55976, -0.73726], [-0.03569, -3.43380, -1.71160], [-0.30379, -3.60512, 0.05785], [1.11621, -4.42365, -0.71768], [2.75483, -2.00304, -1.70073], [3.24269, -1.02466, -1.65060], [2.28745, -2.14390, -2.67998], [3.46859, -2.80100, -1.48784], [-3.92907, -1.81247, -2.46922], [-4.45650, -2.89619, -1.14235], [-3.51198, -2.69207, -3.98314], [-4.58333, -2.32123, -0.21644], [-3.70093, -3.67484, -0.97410], [-5.41125, -3.37396, -1.40328], [-3.03338, -1.99206, -4.68026], [-4.42760, -3.11173, -4.43288], [-2.81042, -3.49964, -3.73257], [-5.08264, -0.46981, -2.78420], [-5.26089, 0.06609, -1.84650], [-6.03676, -0.86768, -3.18533], [-4.59799, 0.20180, -3.49861], [1.45802, 1.46045, -1.64802], [-1.39512, 3.63070, -0.06897], [-1.71907, 3.07182, 1.57352], [-2.96673, 1.85765, 1.22674], [-0.37016, 3.47409, -0.40277], [-1.59700, 4.73935, -0.02573], [-2.07535, 3.18917, -0.76923], [-2.76935, 0.88893, 1.67760], [-3.89355, 2.29296, 1.62010], [-3.05932, 1.72871, 0.14260]], "forces_ev_per_angstrom": [[-0.10, -1.13, 2.82], [0.70, -0.65, 0.11], [1.53, 1.18, 0.38], [0.19, 0.04, -0.38], [-0.70, -0.64, 0.18], [0.01, 0.34, 0.67], [-0.06, -0.14, -0.37], [-0.42, 0.05, 0.23], [-0.37, -0.61, -0.27], [-0.40, -0.35, -0.15], [0.20, 0.45, -0.52], [0.15, 0.04, -0.65], [-0.88, -1.12, 0.24], [0.00, 0.29, -0.70], [-0.23, 0.22, -0.46], [-0.11, 0.35, 0.27], [-0.15, 0.59, -0.01], [-0.23, 0.21, -0.22], [0.25, 0.12, 0.16], [-0.11, 0.56, 0.53], [0.40, -0.29, 0.39], [0.51, -0.54, -0.33], [0.09, -0.33, -0.30], [0.49, 0.03, -0.69], [-1.94, 1.87, 0.88], [-0.12, 0.56, -0.50], [0.74, -0.79, 0.05], [-0.39, 0.25, 0.45], [0.17, 0.17, -0.70], [0.06, -0.32, 0.35], [0.69, -0.63, -0.37], [0.23, -0.20, -0.01], [-0.11, 0.51, -0.47], [0.02, 0.03, -0.50], [-4.03, -1.41, 1.95], [0.35, 0.31, -0.64], [0.10, 0.56, -0.88], [-0.38, -0.88, 1.14], [-2.46, -1.03, 0.39], [1.01, -0.83, 1.35], [0.47, 0.08, -0.15], [3.32, 1.77, 3.19], [0.99, 0.27, 0.56], [-0.82, 2.73, -9.83], [0.44, 0.05, -0.14], [-0.76, -1.04, 0.30], [1.33, -2.30, -0.08], [-0.44, 0.40, -0.41], [0.26, 0.00, 0.05], [0.08, -0.27, 0.11], [0.09, -0.14, 0.13], [0.18, 1.04, 0.08], [0.05, -0.21, 0.20], [0.13, -0.22, -0.21], [-0.13, 0.00, -0.03], [-0.87, 0.57, 0.50], [0.07, -0.20, -0.07], [0.14, 0.00, 0.16], [-0.10, 0.07, -0.05], [2.14, 1.42, 1.15], [-0.32, -0.34, -0.10], [-0.31, -0.21, 0.05], [0.00, -0.05, -0.27], [-0.18, 0.20, -0.09], [0.23, 0.11, 0.10], [-0.17, -0.15, 0.13], [0.41, 0.12, 0.08], [-0.21, 0.19, -0.12], [-0.49, -0.49, -0.23], [0.02, -0.09, -0.15], [0.48, 0.27, 0.21], [-0.20, -0.11, 0.13], [-0.48, -0.19, 1.60], [0.24, 2.33, -0.21], [0.92, -0.57, 0.71], [-1.15, -0.03, -0.05], [0.10, -0.06, 0.10], [0.36, -1.01, -0.52], [-0.38, -0.21, -0.42], [0.04, 0.07, 0.17], [-0.07, -0.57, -0.21], [-0.07, -0.05, 0.22]]}

{"formula": "C31H43Cl4F3O24", "method": "ωB97M-V with the def2-TZVPD basis set", "energy_ev": -140225.5747, "relative_energy_kj_mol": 135.26, "lumo_ha": -0.020, "smiles": "O=C1OC[C@@H](F)O1.O=C1OC[C@@H](F)O1.O=C1OC[C@@H](F)O1.C[C@H]1COC(=O)O1.C[C@H]1COC(=O)O1.C[C@H]1COC(=O)O1.C[C@H]1COC(=O)O1.C[C@H]1COC(=O)O1.ClCCl.ClCCl", "charge": 0, "species": ["O", "C", "O", "C", "C", "F", "O", "H", "H", "H", "O", "C", "O", "C", "C", "F", "O", "H", "H", "H", "O", "C", "O", "C", "C", "F", "O", "H", "H", "H", "C", "C", "C", "O", "C", "O", "O", "H", "H", "H", "H", "H", "H", "C", "C", "C", "O", "C", "O", "O", "H", "H", "H", "H", "H", "H", "C", "C", "C", "O", "C", "O", "O", "H", "H", "H", "H", "H", "H", "C", "C", "C", "O", "C", "O", "O", "H", "H", "H", "H", "H", "H", "C", "C", "C", "O", "C", "O", "O", "H", "H", "H", "H", "H", "H", "Cl", "C", "Cl", "H", "H", "Cl", "C", "Cl", "H", "H"], "coordinates": [[-0.70046, 1.96702, -5.27787], [-1.48772, 1.98181, -4.31814], [-1.21336, 1.60058, -3.05307], [-2.29085, 1.98406, -2.26668], [-3.43694, 2.27836, -3.24595], [-4.12540, 3.33248, -2.86444], [-2.74846, 2.46880, -4.41322], [-2.45938, 1.24937, -1.47933], [-1.99591, 2.85904, -1.68744], [-4.14880, 1.47196, -3.42219], [5.97482, 3.94025, 2.16830], [5.13915, 3.06853, 1.89823], [3.86655, 3.26538, 1.95714], [3.15726, 2.05488, 1.71428], [4.31301, 1.15691, 1.26888], [4.27205, 1.00667, -0.07965], [5.47801, 1.81063, 1.65077], [2.61803, 1.65645, 2.57368], [2.37350, 2.14877, 0.96261], [4.20746, 0.19590, 1.77230], [-1.39543, -3.16096, 1.52168], [-1.62815, -3.15209, 2.69819], [-1.29541, -4.07240, 3.55284], [-2.09424, -3.91534, 4.80143], [-2.15193, -2.37865, 4.73780], [-0.99869, -1.94814, 5.22789], [-2.28227, -2.13590, 3.34421], [-3.07241, -4.35491, 4.60635], [-1.61401, -4.38695, 5.65880], [-3.00071, -2.10698, 5.36540], [-6.46213, 1.72859, 3.40671], [-6.08169, 1.34027, 1.97956], [-6.66326, 2.19754, 0.86899], [-5.54606, 2.63216, 0.07119], [-4.43198, 2.48755, 0.82141], [-3.33473, 2.94526, 0.54075], [-4.74646, 1.76443, 1.91008], [-7.52463, 1.54622, 3.56772], [-6.13045, 2.71901, 3.71841], [-5.76511, 1.09583, 3.95614], [-6.11808, 0.31780, 1.60360], [-7.20709, 3.07638, 1.21539], [-7.37611, 1.62373, 0.27681], [-0.86419, -5.10431, -1.15276], [-1.55531, -3.88147, -1.78189], [-1.01729, -2.54478, -1.38513], [-0.92384, -1.93742, -2.62253], [-1.05109, -2.77134, -3.63962], [-0.92481, -2.45253, -4.81880], [-1.21118, -3.99694, -3.16132], [0.17970, -5.19094, -1.45424], [-1.24565, -6.11292, -1.31181], [-0.80514, -4.92806, -0.07873], [-2.63018, -4.00978, -1.65421], [-0.07664, -2.66627, -0.84799], [-1.74957, -2.00547, -0.78430], [2.28104, -0.59309, -2.80150], [2.80637, -0.62878, -4.22131], [2.68866, 0.66481, -5.02446], [3.99030, 0.72041, -5.56732], [4.77709, -0.24554, -5.20685], [5.94376, -0.37277, -5.63598], [4.19082, -0.97007, -4.19456], [2.46503, -1.55629, -2.32557], [1.21121, -0.38496, -2.78563], [2.79477, 0.14167, -2.18157], [2.21834, -1.31142, -4.83477], [2.48906, 1.53385, -4.39755], [1.95872, 0.41568, -5.79467], [2.55087, -5.94472, 0.76458], [1.94048, -4.99128, 1.77699], [2.91049, -4.35274, 2.71870], [2.67545, -2.97959, 2.50956], [1.90840, -2.80241, 1.44679], [1.73704, -1.76308, 0.85116], [1.47685, -3.97375, 0.89490], [1.72769, -6.42384, 0.23456], [3.08490, -6.76339, 1.24696], [3.23503, -5.49508, 0.04495], [1.10920, -5.41394, 2.34129], [3.93277, -4.68932, 2.54621], [2.69692, -4.76381, 3.70536], [3.18125, 6.07483, -0.51611], [3.22755, 4.65102, -1.06743], [2.02957, 4.29191, -1.96337], [2.70739, 3.76471, -3.02681], [4.00070, 4.06974, -3.06911], [4.72858, 3.94997, -4.02088], [4.30053, 4.63952, -1.95757], [2.78929, 6.86582, -1.15549], [4.17070, 6.39709, -0.19171], [2.47854, 6.17565, 0.31101], [3.26195, 3.91460, -0.26456], [1.42717, 5.15320, -2.25216], [1.37027, 3.57472, -1.47445], [-3.40580, 3.27881, 4.61015], [-2.53639, 1.77503, 5.02347], [-3.30004, 1.03052, 6.46527], [-2.65268, 1.16368, 4.12858], [-1.47574, 1.98629, 5.15942], [-0.26983, 1.04218, 2.44546], [-0.69630, 0.38804, 0.90380], [0.26483, 1.01756, -0.46140], [-0.66649, -0.70154, 0.91003], [-1.73264, 0.68199, 0.73737]], "forces_ev_per_angstrom": [[-2.64, -0.21, 3.48], [3.07, 0.41, -3.32], [0.46, -0.27, -1.72], [-0.59, 0.21, 1.92], [0.62, -2.10, 1.15], [-0.71, 1.70, 0.18], [0.57, 0.40, -1.44], [-0.36, -0.34, -0.44], [-0.34, 0.46, -0.26], [-0.08, -0.21, 0.27], [-2.21, -2.25, -1.00], [4.96, 3.93, 1.94], [-2.82, 0.58, 0.10], [0.24, -0.48, -0.29], [-1.48, -1.10, 0.47], [0.29, -0.12, -0.32], [-0.43, -1.04, -0.55], [0.49, 0.33, 0.47], [0.39, 0.31, -0.32], [0.55, -0.25, -0.44], [-0.25, 0.23, 0.83], [-0.12, 0.95, -1.23], [0.13, -2.32, 1.55], [0.44, 0.67, -2.02], [-1.55, -2.74, 0.61], [1.07, 1.35, 0.19], [-0.01, 0.52, 0.94], [0.02, -0.05, 0.10], [0.24, 0.34, -0.30], [-0.01, 1.21, -0.57], [0.16, -1.50, -0.48], [-0.10, 2.12, -0.72], [-1.29, 0.30, -0.54], [-0.07, -0.16, 0.26], [1.09, 0.66, -0.63], [-2.15, -1.24, 0.71], [3.02, 0.02, 0.00], [0.19, -0.08, 0.52], [-0.39, 0.23, -0.74], [-0.69, -0.35, 0.79], [-0.20, -0.39, 1.00], [0.21, 0.13, 0.20], [0.27, 0.09, -0.36], [0.61, 0.35, 1.18], [0.42, -3.60, 0.45], [-0.70, -0.72, 1.08], [0.48, 2.80, -0.69], [1.14, 0.53, -3.29], [-0.51, -0.77, 2.75], [-0.89, -0.17, -0.80], [0.07, 0.48, -0.32], [-0.74, 0.38, -0.31], [-0.19, -0.16, 0.15], [-0.16, 0.36, -0.20], [0.23, 0.49, -0.22], [0.27, 0.07, 0.13], [0.08, -0.19, -0.04], [-1.20, -0.07, 0.97], [0.28, -1.09, 0.87], [-0.32, 1.80, -1.84], [4.41, -0.81, 0.14], [-3.95, -0.14, 1.57], [0.40, 0.12, -1.33], [-0.17, -0.11, 0.02], [0.01, -0.05, -0.08], [0.09, 0.20, -0.18], [0.38, -0.91, 0.39], [-0.08, 0.16, -0.46], [0.00, 1.09, -0.10], [-0.23, -1.63, 0.68], [0.20, -1.63, -2.04], [0.11, -1.35, 0.28], [0.42, 0.56, 1.21], [-0.35, 0.98, -3.40], [-0.04, -0.51, 1.47], [0.03, 1.63, 2.02], [0.08, 0.08, -0.27], [0.11, -0.07, 0.16], [-0.17, 0.40, 0.25], [-0.19, -0.12, -0.30], [0.25, 0.74, -0.47], [-0.19, 1.00, 0.44], [-0.44, 0.29, 0.89], [-1.77, 2.10, 0.86], [0.10, 0.71, 1.65], [-1.31, -2.18, -3.02], [0.62, -0.01, -2.84], [-0.85, -0.36, 0.99], [2.27, 0.52, 2.21], [0.25, -0.44, -0.89], [-0.06, -0.17, 0.17], [0.20, -0.43, 0.47], [0.81, 0.05, -0.12], [0.08, 0.14, -0.16], [0.06, -0.24, -0.25], [0.40, 0.02, 0.21], [-0.53, 0.30, -0.55], [0.53, 0.00, -0.55], [-0.08, -0.32, 0.45], [-0.31, 0.02, 0.43], [0.51, 0.22, 0.77], [-1.00, -0.35, -1.06], [-0.10, -0.26, 0.58], [0.51, 0.18, 0.07], [0.14, 0.16, -0.14]]}